No. 1
Entry from the Open Molecules 2025 dataset: a molecular structure, C40H47N3O4PtSe (ωB97M-V with the def2-TZVPD basis set).

The orbital gap is 5.79 eV. The calculation puts the HOMO energy at -7.18 eV. For the relative energy (zero: lowest compared OMol25 entry of this formula, charge and spin), the calculation gives 2.5 kcal/mol. As for the net charge: 0.

XYZ file:
```
96
C40H47N3O4PtSe, DFT ωB97M-V with the def2-TZVPD basis set
Pt 0.425 1.725 0.450
C -2.466 -1.764 -5.026
C -0.939 -1.753 -5.105
C -0.435 -3.182 -4.867
C -0.530 -1.299 -6.511
C -0.322 -0.822 -4.065
C -1.072 -0.111 -3.148
C -0.440 0.678 -2.198
Se -1.480 1.734 -0.965
C -2.289 0.520 0.298
C -3.328 -0.289 -0.105
C -3.940 -1.147 0.802
C -3.467 -1.105 2.107
C -2.434 -0.281 2.562
C -1.816 0.580 1.631
O -0.854 1.427 1.981
C -2.059 -0.428 4.048
C -3.290 -0.098 4.903
C -0.910 0.453 4.552
C -1.646 -1.886 4.305
C -5.061 -2.070 0.336
C -5.597 -2.943 1.469
C -6.220 -1.229 -0.215
C -4.534 -2.989 -0.775
C 0.952 0.842 -2.134
O 1.536 1.637 -1.245
C 1.731 0.130 -3.086
C 1.068 -0.670 -4.001
C 3.257 0.237 -3.084
C 3.681 1.691 -3.342
C 3.886 -0.629 -4.177
C 3.821 -0.241 -1.737
H -2.866 -2.433 -5.790
H -2.886 -0.772 -5.200
H -2.816 -2.122 -4.057
H -0.871 -3.866 -5.597
H -0.709 -3.526 -3.868
H 0.649 -3.242 -4.957
H -0.981 -1.948 -7.265
H 0.551 -1.333 -6.645
H -0.859 -0.276 -6.699
H -2.152 -0.166 -3.149
H -3.654 -0.255 -1.138
H -3.924 -1.762 2.832
H -3.602 0.934 4.741
H -3.052 -0.221 5.961
H -4.136 -0.746 4.674
H -1.118 1.512 4.429
H 0.023 0.240 4.035
H -0.771 0.242 5.616
H -2.435 -2.592 4.051
H -1.399 -2.024 5.359
H -0.765 -2.142 3.713
H -6.012 -2.343 2.280
H -4.820 -3.588 1.883
H -6.393 -3.584 1.089
H -6.616 -0.564 0.554
H -7.028 -1.875 -0.561
H -5.901 -0.614 -1.057
H -3.701 -3.594 -0.414
H -4.182 -2.415 -1.633
H -5.323 -3.658 -1.121
H 1.663 -1.221 -4.715
H 3.319 2.025 -4.316
H 4.771 1.764 -3.345
H 3.287 2.355 -2.578
H 3.564 -0.324 -5.174
H 3.652 -1.687 -4.048
H 4.970 -0.522 -4.133
H 3.480 0.395 -0.925
H 4.913 -0.222 -1.766
H 3.509 -1.269 -1.535
O 6.136 0.523 4.830
N 6.040 1.710 4.586
O 6.855 2.542 4.919
C 4.897 2.181 3.743
C 4.771 3.522 3.669
C 3.705 4.113 2.925
C 3.543 5.507 2.852
C 2.495 6.016 2.133
C 1.628 5.112 1.500
N 1.766 3.807 1.558
C 2.788 3.296 2.257
C 2.941 1.845 2.319
N 2.053 1.075 1.642
C 2.162 -0.243 1.685
C 3.171 -0.888 2.393
C 4.090 -0.138 3.076
C 3.991 1.269 3.064
H 5.480 4.151 4.188
H 4.245 6.153 3.362
H 2.330 7.080 2.048
H 0.786 5.474 0.921
H 1.420 -0.798 1.124
H 3.220 -1.967 2.392
H 4.879 -0.619 3.625
```

No. 2
Entry from the Open Molecules 2025 dataset: 4 unconnected molecules or ions with the total composition C40H49B2F3N2O17S (ωB97M-V with the def2-TZVPD basis set).

The orbital gap is 7.75 eV. The calculation puts the HOMO energy at -8.59 eV. As for the net charge: 0.

XYZ file:
```
114
C40H49B2F3N2O17S, DFT ωB97M-V with the def2-TZVPD basis set
C 7.182 0.547 1.105
C 5.685 0.636 1.444
N 5.123 1.984 1.597
C 5.009 2.715 0.335
C 3.743 2.297 -0.421
C 2.498 2.967 0.102
C 2.335 4.365 -0.039
B 3.401 5.287 -0.773
C 4.063 4.945 -2.163
O 3.811 6.440 -0.135
C 1.176 4.957 0.477
S 0.824 6.713 0.305
C 0.189 4.213 1.115
C 0.348 2.847 1.235
C 1.500 2.228 0.741
C 1.534 0.739 0.916
O 2.510 0.095 1.220
C 0.207 0.084 0.701
C 0.158 -1.114 0.013
C -1.088 -1.667 -0.214
O -1.139 -2.857 -0.938
N -1.364 -2.502 -2.380
O -0.396 -2.656 -2.976
C -2.265 -1.087 0.250
B -3.635 -1.816 -0.069
O -4.147 -2.818 0.711
O -4.324 -1.424 -1.181
C -2.208 0.118 0.967
C -3.474 0.756 1.479
C -3.993 1.891 0.570
C -5.423 1.731 0.035
C -5.780 2.949 -0.833
C -6.469 1.419 1.113
C -6.950 2.625 1.964
C -8.405 2.553 2.372
C -9.454 2.991 1.674
C -10.783 3.222 2.367
C -9.422 3.268 0.190
C -0.952 0.705 1.167
C -0.732 2.014 1.857
O -1.343 2.390 2.829
C 5.763 2.726 2.644
C 6.970 3.591 2.341
O 5.347 2.647 3.772
H 7.796 0.477 2.002
H 7.533 1.423 0.554
H 7.374 -0.309 0.458
H 5.511 0.125 2.391
H 5.092 0.120 0.691
H 5.873 2.544 -0.326
H 5.003 3.782 0.562
H 3.864 2.475 -1.488
H 3.654 1.219 -0.317
H 4.943 4.332 -1.936
H 4.432 5.828 -2.684
H 3.441 4.332 -2.817
H 3.681 7.198 -0.714
H -0.002 6.598 -0.744
H -0.699 4.699 1.494
H 1.078 -1.559 -0.338
H -3.512 -3.069 1.390
H -5.232 -1.749 -1.170
H -4.217 -0.024 1.648
H -3.260 1.175 2.460
H -3.340 1.932 -0.309
H -3.871 2.860 1.061
H -5.392 0.868 -0.636
H -5.276 3.836 -0.439
H -5.445 2.812 -1.858
H -6.844 3.169 -0.790
H -6.122 0.644 1.795
H -7.347 1.002 0.611
H -6.402 2.612 2.908
H -6.743 3.579 1.482
H -8.608 2.091 3.336
H -11.532 3.592 1.668
H -10.679 3.933 3.184
H -11.188 2.297 2.788
H -10.429 3.153 -0.210
H -8.776 2.572 -0.340
H -9.114 4.295 -0.028
H 7.022 4.408 3.056
H 7.857 2.970 2.476
H 6.969 3.994 1.332
O 3.628 -7.450 -2.857
C 2.854 -6.790 -3.468
O 1.614 -6.465 -3.037
C 1.049 -5.532 -3.967
C 1.844 -5.823 -5.222
F 2.036 -4.720 -5.977
O 3.091 -6.251 -4.692
H 1.221 -4.515 -3.612
H -0.018 -5.701 -4.076
H 1.433 -6.615 -5.850
O 1.526 -8.774 3.163
C 1.462 -8.297 2.084
O 2.526 -7.998 1.299
C 2.039 -7.579 0.019
C 0.637 -7.120 0.358
F -0.240 -7.336 -0.653
O 0.302 -7.956 1.450
H 2.031 -8.426 -0.666
H 2.662 -6.794 -0.395
H 0.562 -6.076 0.669
O 2.439 -1.759 -2.034
C 3.341 -2.487 -1.788
O 3.205 -3.721 -1.246
C 4.494 -4.345 -1.231
C 5.422 -3.150 -1.272
F 6.564 -3.405 -1.948
O 4.652 -2.200 -1.991
H 4.608 -4.972 -2.116
H 4.620 -4.956 -0.341
H 5.674 -2.738 -0.293
```

No. 3
Entry from the Open Molecules 2025 dataset: a molecular structure, C40H49BCaN8S3Se (ωB97M-V with the def2-TZVPD basis set).

The orbital gap is 4.76 eV. The calculation puts the HOMO energy at -6.18 eV. For the relative energy (zero: lowest compared OMol25 entry of this formula, charge and spin), the calculation gives 10.7 kcal/mol. As for the net charge: 0.

XYZ file:
```
103
C40H49BCaN8S3Se, DFT ωB97M-V with the def2-TZVPD basis set
Ca 3.384 0.382 0.732
C 3.052 -4.592 -1.486
C 1.970 -3.641 -1.869
C 1.400 -3.598 -3.097
C 0.405 -2.625 -3.424
N 0.006 -1.758 -2.549
N 0.570 -1.808 -1.325
B 0.065 -0.789 -0.372
N -0.650 -1.242 0.840
N -1.493 -2.272 0.614
C -2.261 -2.640 1.589
C -2.220 -1.972 2.852
C -1.357 -0.956 3.084
C -1.256 -0.237 4.387
C -0.478 -0.582 2.007
S 0.715 0.587 2.132
C -3.220 -3.792 1.345
C -2.924 -4.904 2.361
C -4.656 -3.285 1.533
C -3.061 -4.346 -0.069
N -0.240 0.564 -0.879
N -1.434 1.031 -0.428
C -1.836 2.181 -0.850
C -1.081 2.925 -1.814
C 0.119 2.484 -2.248
C 0.986 3.252 -3.188
C 0.621 1.257 -1.675
S 2.196 0.748 -1.902
C -3.118 2.742 -0.263
C -4.130 2.987 -1.389
C -2.773 4.066 0.435
C -3.716 1.777 0.759
C 1.544 -2.649 -0.922
S 2.209 -2.422 0.602
C -0.195 -2.559 -4.817
C -1.232 -1.442 -4.911
C -0.862 -3.903 -5.138
C 0.934 -2.285 -5.820
H 3.250 -5.302 -2.286
H 2.784 -5.130 -0.576
H 3.963 -4.033 -1.260
H 1.718 -4.298 -3.859
H -2.887 -2.298 3.641
H -1.982 -0.622 5.101
H -1.415 0.833 4.242
H -0.249 -0.339 4.795
H -3.066 -4.567 3.389
H -1.899 -5.263 2.258
H -3.598 -5.746 2.193
H -4.827 -2.901 2.540
H -5.359 -4.104 1.368
H -4.886 -2.490 0.821
H -2.050 -4.719 -0.237
H -3.262 -3.581 -0.820
H -3.763 -5.169 -0.211
H -1.468 3.873 -2.167
H 0.459 4.126 -3.568
H 1.297 2.622 -4.022
H 1.898 3.569 -2.679
H -3.754 3.691 -2.133
H -5.047 3.406 -0.972
H -4.382 2.054 -1.897
H -2.386 4.810 -0.265
H -2.022 3.914 1.212
H -3.670 4.482 0.898
H -3.961 0.816 0.305
H -4.629 2.211 1.170
H -3.018 1.594 1.578
H -2.050 -1.596 -4.206
H -1.643 -1.420 -5.921
H -0.786 -0.471 -4.696
H -1.664 -4.121 -4.430
H -0.150 -4.729 -5.114
H -1.293 -3.868 -6.140
H 1.433 -1.340 -5.596
H 0.520 -2.223 -6.828
H 1.686 -3.076 -5.820
C 1.706 6.141 0.930
C 2.702 6.034 1.892
C 3.224 4.802 2.253
C 2.764 3.618 1.658
C 1.750 3.745 0.694
C 1.236 4.978 0.333
N 3.286 2.366 1.934
C 3.592 2.000 3.224
C 2.947 2.510 4.374
C 3.186 1.970 5.621
C 4.066 0.903 5.798
C 4.728 0.404 4.691
C 4.512 0.950 3.430
H 1.310 7.109 0.652
H 3.090 6.929 2.365
H 4.014 4.749 2.992
H 1.359 2.838 0.248
H 0.451 5.030 -0.416
H 2.233 3.316 4.260
H 2.666 2.382 6.480
H 4.243 0.491 6.783
H 5.447 -0.399 4.799
H 5.145 0.614 2.608
Se 5.807 -1.026 -0.132
C 5.526 0.608 -0.881
N 5.187 1.661 -1.237
```